This record from OMol25 describes a structure of composition C29H23FIrN7O14. The level of theory is wB97M-V/def2-TZVPD.

XYZ file:
```
75
C29H23FIrN7O14 wB97M-V/def2-TZVPD
Ir -0.592 0.224 0.441
O 0.071 1.251 -5.150
C 0.711 2.175 -4.452
O 1.263 3.115 -4.967
C 0.718 2.006 -2.974
C 1.304 2.889 -2.087
N 1.117 2.403 -0.847
N 0.468 1.243 -0.901
C 0.193 0.984 -2.165
C -0.701 -0.204 -2.390
O -0.923 -0.578 -3.539
O -1.189 -0.716 -1.319
H -0.371 0.566 -4.575
H 1.828 3.810 -2.275
H 1.373 2.772 0.057
O -3.976 2.447 0.578
C -3.186 1.529 0.497
O -1.918 1.709 0.270
C -3.744 0.113 0.611
C -5.020 -0.064 0.132
C -5.667 -1.292 0.261
C -5.088 -2.334 0.941
C -3.828 -2.144 1.476
C -3.067 -0.956 1.267
O -1.834 -0.891 1.639
N -3.296 -3.229 2.269
O -3.581 -4.383 1.962
O -2.508 -2.966 3.163
N -7.008 -1.472 -0.287
O -7.563 -2.542 -0.094
O -7.499 -0.547 -0.901
H -5.527 0.770 -0.332
H -5.609 -3.269 1.076
F -0.240 -6.116 0.123
C 0.008 -5.339 1.202
C 0.399 -4.048 1.018
C 0.559 -3.211 2.126
C 0.694 -1.781 1.897
O 0.728 -1.376 0.703
C 0.708 -0.948 3.048
C 0.625 -1.532 4.273
N 0.440 -2.853 4.493
C 0.251 -3.323 5.847
C -1.092 -3.865 6.249
C -0.636 -2.531 6.757
C 0.368 -3.717 3.416
C 0.019 -5.062 3.576
C -0.228 -5.861 2.480
N -0.816 -7.136 2.700
C -2.179 -7.142 3.221
C -2.264 -8.268 4.261
N -1.178 -9.258 3.922
C -1.142 -9.510 2.443
C -0.622 -8.228 1.761
C 0.768 0.574 3.040
O 1.189 1.124 4.042
O 0.325 1.192 1.996
H 0.495 -3.631 0.024
H 0.679 -0.904 5.151
H 1.135 -3.778 6.279
H -1.108 -4.702 6.935
H -1.861 -3.857 5.489
H -0.329 -2.438 7.788
H -1.124 -1.660 6.343
H -0.148 -5.462 4.566
H -2.906 -7.304 2.417
H -2.420 -6.182 3.667
H -3.214 -8.799 4.235
H -2.070 -7.920 5.274
H -1.279 -10.119 4.455
H -0.292 -8.810 4.170
H -2.163 -9.749 2.150
H -0.509 -10.372 2.248
H -1.161 -8.100 0.819
H 0.439 -8.317 1.532
```

The energy above the lowest of the compared OMol25 structures with the same formula, charge and spin comes out at 0.0 kcal per mole. For the HOMO-LUMO gap, the calculation gives 0.217 hartree.

---

This record from OMol25 describes a cluster of 2 separate species, C25H47F4N6O7PS2 in total. The level of theory is wB97M-V/def2-TZVPD.

XYZ file:
```
92
C25H47F4N6O7PS2 wB97M-V/def2-TZVPD
C 6.943 2.290 0.836
C 6.291 1.155 0.024
C 5.026 0.641 0.728
O 4.148 0.134 -0.301
N 3.330 -0.833 0.197
C 2.078 -0.910 -0.098
N 1.207 -1.800 0.374
C 1.593 -2.700 1.414
S 1.816 -2.014 3.107
O 2.667 -0.860 3.072
O 2.408 -3.104 3.816
C -0.187 -1.620 -0.062
C -1.122 -2.720 0.377
S -0.604 -4.222 -0.579
C -1.896 -5.452 -0.230
C -1.949 -5.823 1.286
C -0.716 -0.138 0.115
C -1.127 -0.013 1.626
C -2.637 -0.109 1.982
O -3.213 0.890 2.211
N -3.308 -1.387 2.187
C -4.626 -1.449 1.533
C -3.585 -1.431 3.642
P -2.360 -0.116 -0.817
C -3.038 1.593 -0.875
C -2.131 -0.521 -2.626
C -3.560 -0.939 -3.117
C 0.412 0.823 -0.350
C 1.160 1.496 0.884
C 0.550 2.780 1.480
C 1.261 4.095 1.176
F 2.634 3.984 1.247
C -0.008 1.978 -1.271
C 1.061 2.827 -1.908
C 0.589 3.600 -3.156
N 2.256 2.912 -1.547
N 1.549 0.070 -0.954
C 1.724 -0.271 -2.310
F 2.057 -1.602 -2.405
F 0.746 -0.079 -3.148
F 2.794 0.337 -2.837
H 7.049 1.960 1.870
H 7.907 2.510 0.382
H 6.291 3.162 0.772
H 5.991 1.472 -0.975
H 6.970 0.303 -0.015
H 5.337 -0.143 1.429
H 4.510 1.426 1.288
H 3.758 -1.493 0.841
H 2.609 -3.065 1.216
H 1.018 -3.615 1.557
H 0.594 -1.809 3.688
H -0.164 -1.725 -1.154
H -2.171 -2.590 0.142
H -1.051 -2.988 1.435
H -1.610 -6.353 -0.772
H -2.875 -5.153 -0.606
H -2.846 -5.377 1.712
H -1.052 -5.466 1.791
H -1.970 -6.908 1.383
H -0.856 0.919 2.119
H -0.675 -0.813 2.229
H -5.109 -2.357 1.908
H -5.276 -0.615 1.818
H -4.524 -1.582 0.460
H -2.710 -1.109 4.219
H -4.382 -0.729 3.915
H -3.841 -2.437 3.976
H -2.903 2.045 -1.865
H -4.099 1.590 -0.631
H -2.577 2.243 -0.127
H -1.493 -1.393 -2.782
H -1.861 0.352 -3.223
H -4.066 -1.393 -2.256
H -4.154 -0.057 -3.360
H -3.521 -1.659 -3.931
H 1.244 0.785 1.713
H 2.193 1.712 0.617
H 0.585 2.685 2.572
H -0.515 2.928 1.277
H 0.965 4.805 1.956
H 0.954 4.563 0.242
H -0.720 2.668 -0.823
H -0.582 1.569 -2.108
H -0.450 3.392 -3.426
H 0.822 4.661 -3.085
H 1.200 3.199 -3.974
H 2.777 3.540 -2.157
N -3.746 3.717 -4.000
O -4.476 4.617 -4.420
O -2.504 3.894 -3.905
O -4.229 2.615 -3.653
```

For the HOMO-LUMO gap, the calculation gives 0.222 hartree.

---

This record from OMol25 describes a structure of composition C2H8BrNbO2P. The level of theory is wB97M-V/def2-TZVPD.

XYZ file:
```
15
C2H8BrNbO2P wB97M-V/def2-TZVPD
O 0.077 2.957 -1.728
C -0.398 2.271 -0.685
C -1.021 0.734 -0.895
Nb 0.751 -0.688 -0.505
Br 2.931 -2.175 -0.044
P -0.216 -1.263 1.782
O 0.265 -0.251 2.941
H -0.348 2.717 0.421
H -1.933 0.555 -0.166
H -1.458 0.594 -1.997
H 1.634 0.695 0.281
H 1.382 -0.205 -2.141
H -0.116 -2.126 -1.178
H 0.131 -2.631 2.102
H -1.683 -1.185 1.811
```

For the HOMO-LUMO gap, the calculation gives 0.228 hartree. Its total charge is -1.

---

no.,largest force on an atom (Eh/bohr)
1,0.0203
2,0.0552
3,0.1455